Arrangement a

8
Properties=species:S:1:pos:R:3:lowdin_charge:R:1 method="wB97M-V/def2-TZVPD" charge=+1 spin_multiplicity=1 lumo_energy_ha=-0.300
C -0.290 0.722 0.092 -0.0205
C -0.223 -0.754 -0.012 -0.0148
N 0.891 0.069 0.122 -0.1436
O 2.069 0.076 -0.018 0.3255
H -0.584 1.502 -1.102 0.3157
H -0.718 1.114 0.983 0.1339
H -0.688 -1.384 0.911 0.2177
H -0.457 -1.345 -0.976 0.1860

=====

Arrangement b

8
Properties=species:S:1:pos:R:3:lowdin_charge:R:1 method="wB97M-V/def2-TZVPD" charge=+1 spin_multiplicity=1 lumo_energy_ha="-0.207 / -0.282"
C -1.127 0.256 -0.904 0.1062
C 1.963 0.229 0.574 0.1813
N -2.409 0.261 -0.968 0.0031
O 2.762 0.228 1.527 0.1641
H 1.755 -0.569 -0.237 0.1173
H -3.070 0.991 -1.003 0.0926
H -2.876 -0.675 -0.643 0.1623
H 3.003 -0.721 1.653 0.1731

=====

Arrangement c

8
Properties=species:S:1:pos:R:3:lowdin_charge:R:1 method="wB97M-V/def2-TZVPD" charge=+1 spin_multiplicity=1 smiles=[NH3+]C#CO lumo_energy_ha=-0.165
C 0.122 0.053 0.019 -0.0233
C -0.218 0.533 1.077 -0.1046
N 0.379 -0.608 -1.226 0.1838
O -0.510 1.281 2.097 0.1611
H 1.052 0.034 -1.668 0.1800
H -0.550 -0.443 -1.752 0.2199
H 0.739 -1.638 -1.291 0.2373
H -1.014 0.788 2.744 0.1459

=====

Most stable: arrangement c. Least stable: arrangement b.

=====

Arrangement a

168
Properties=species:S:1:pos:R:3:lowdin_charge:R:1 method="wB97M-V/def2-TZVPD" spin_multiplicity=1 lumo_energy_ha=0.003
C 8.011 1.438 -2.063 -0.1254
C 6.650 1.798 -2.555 -0.2986
C 6.121 1.014 -3.717 -0.1923
C 6.914 0.990 -4.978 -0.2075
N 7.492 0.894 -5.971 0.1315
H 8.334 2.104 -1.263 0.0775
H 8.731 1.464 -2.881 0.0746
H 8.026 0.415 -1.689 0.0752
H 6.755 2.873 -2.698 0.1156
H 5.953 1.751 -1.719 0.1137
H 5.105 1.394 -3.822 0.1180
H 5.930 -0.032 -3.479 0.1175
C -3.340 -1.168 -10.229 -0.0951
C -3.141 0.360 -10.207 -0.2722
C -2.787 1.016 -8.891 -0.1887
C -1.469 0.626 -8.309 -0.2310
N -0.465 0.271 -7.894 0.1324
H -3.454 -1.609 -11.220 0.0732
H -4.172 -1.463 -9.591 0.0705
H -2.507 -1.615 -9.686 0.0656
H -3.984 0.876 -10.667 0.1049
H -2.364 0.614 -10.928 0.1056
H -3.517 0.717 -8.139 0.1186
H -2.708 2.098 -8.993 0.1162
C 1.738 10.757 -5.602 -0.1208
C 0.930 9.666 -6.297 -0.2464
C 1.226 8.210 -5.859 -0.1857
C 2.630 7.817 -5.993 -0.2442
N 3.721 7.485 -6.134 0.1406
H 1.742 10.691 -4.514 0.0705
H 1.365 11.775 -5.714 0.0696
H 2.790 10.716 -5.881 0.0708
H 1.012 9.727 -7.382 0.1101
H -0.088 9.891 -5.980 0.1018
H 0.688 7.506 -6.493 0.1161
H 0.929 8.015 -4.828 0.1176
C -9.618 2.397 4.805 -0.1474
C -9.175 1.914 6.135 -0.2654
C -7.781 2.386 6.562 -0.1815
C -6.715 2.120 5.579 -0.2303
N -5.888 1.938 4.808 0.1381
H -10.660 2.264 4.515 0.0749
H -9.156 1.919 3.941 0.0733
H -9.416 3.455 4.638 0.0779
H -9.328 0.840 6.029 0.1159
H -9.869 2.339 6.861 0.1100
H -7.452 1.975 7.517 0.1162
H -7.816 3.444 6.819 0.1183
C 4.362 -10.563 5.464 -0.1189
C 5.265 -9.338 5.371 -0.2597
C 4.531 -7.966 5.293 -0.1645
C 3.418 -7.866 4.260 -0.2076
N 2.572 -7.767 3.445 0.1149
H 4.842 -11.534 5.341 0.0754
H 3.609 -10.487 4.680 0.0608
H 3.718 -10.490 6.341 0.0736
H 5.875 -9.510 4.483 0.1029
H 5.973 -9.349 6.199 0.1034
H 5.226 -7.166 5.038 0.1105
H 4.070 -7.764 6.260 0.1093
C 5.946 0.655 4.603 -0.1118
C 7.161 1.193 5.346 -0.2726
C 8.337 0.235 5.294 -0.1949
C 8.012 -0.984 6.059 -0.2317
N 7.751 -1.947 6.664 0.1338
H 6.141 0.694 3.532 0.0765
H 5.103 1.333 4.734 0.0705
H 5.581 -0.323 4.916 0.0724
H 6.988 1.397 6.402 0.1108
H 7.351 2.167 4.894 0.1101
H 9.186 0.719 5.778 0.1164
H 8.588 -0.097 4.286 0.1206
C 4.238 11.126 2.538 -0.0993
C 4.666 10.891 1.063 -0.2450
C 4.464 9.458 0.464 -0.1789
C 5.285 8.438 1.131 -0.2376
N 5.926 7.638 1.673 0.1327
H 4.073 12.185 2.735 0.0685
H 4.963 10.709 3.238 0.0695
H 3.316 10.591 2.766 0.0678
H 5.709 11.158 0.897 0.1010
H 4.158 11.646 0.464 0.0963
H 4.608 9.374 -0.613 0.1154
H 3.449 9.163 0.729 0.1097
C 6.119 -8.402 -1.450 -0.1014
C 6.606 -7.246 -2.366 -0.2240
C 6.045 -5.787 -2.058 -0.1807
C 6.290 -5.232 -0.725 -0.2434
N 6.530 -4.812 0.329 0.1317
H 6.751 -9.255 -1.695 0.0652
H 5.137 -8.779 -1.734 0.0642
H 6.137 -8.214 -0.376 0.0721
H 6.542 -7.445 -3.435 0.1007
H 7.683 -7.162 -2.224 0.0961
H 4.970 -5.760 -2.236 0.1101
H 6.528 -5.066 -2.717 0.1095
C -10.167 0.435 -1.611 -0.1078
C -9.034 -0.575 -1.349 -0.2398
C -7.857 -0.445 -2.356 -0.1965
C -8.193 -0.591 -3.760 -0.2448
N -8.456 -0.746 -4.890 0.1340
H -11.036 0.207 -0.993 0.0699
H -10.491 0.520 -2.648 0.0707
H -9.746 1.392 -1.303 0.0704
H -9.489 -1.563 -1.417 0.1046
H -8.619 -0.447 -0.349 0.1047
H -7.108 -1.219 -2.188 0.1155
H -7.335 0.510 -2.301 0.1189
C -5.890 -6.025 2.640 -0.1140
C -4.673 -5.151 2.285 -0.2552
C -3.818 -4.703 3.453 -0.1899
C -4.623 -4.208 4.568 -0.2521
N -5.259 -3.817 5.441 0.1450
H -5.677 -6.976 3.128 0.0754
H -6.503 -6.302 1.783 0.0701
H -6.536 -5.452 3.306 0.0622
H -5.035 -4.280 1.739 0.1103
H -4.108 -5.808 1.625 0.1062
H -3.200 -3.852 3.167 0.1184
H -3.235 -5.531 3.856 0.1235
C -5.707 6.163 0.092 -0.1078
C -5.215 7.519 -0.482 -0.2395
C -3.892 7.383 -1.277 -0.1999
C -4.019 6.471 -2.408 -0.2324
N -4.140 5.742 -3.328 0.1323
H -6.556 6.335 0.753 0.0658
H -4.944 5.738 0.744 0.0724
H -5.976 5.400 -0.638 0.0684
H -5.044 8.214 0.341 0.1028
H -6.001 7.960 -1.095 0.1070
H -2.987 7.128 -0.725 0.1199
H -3.711 8.388 -1.660 0.1111
C 0.015 -8.051 -3.984 -0.0872
C -0.220 -7.854 -5.529 -0.2566
C -0.829 -6.509 -5.930 -0.1835
C -1.963 -6.136 -5.021 -0.2328
N -2.798 -5.816 -4.314 0.1377
H 0.507 -8.987 -3.719 0.0669
H -0.948 -8.015 -3.474 0.0603
H 0.602 -7.215 -3.606 0.0706
H -0.758 -8.664 -6.021 0.1006
H 0.705 -7.982 -6.090 0.0973
H -1.166 -6.489 -6.966 0.1129
H -0.052 -5.748 -5.859 0.1140
C 0.628 -2.586 7.555 -0.1146
C -0.028 -1.318 8.114 -0.2437
C -0.631 -1.599 9.511 -0.2059
C -1.574 -0.625 10.069 -0.2245
N -2.286 0.171 10.553 0.1230
H 0.016 -3.487 7.550 0.0740
H 1.475 -2.900 8.165 0.0690
H 1.135 -2.346 6.620 0.0716
H -0.816 -0.953 7.456 0.1087
H 0.700 -0.513 8.213 0.1084
H 0.133 -1.735 10.276 0.1196
H -1.174 -2.543 9.463 0.1142
C 0.757 -0.984 -0.537 -0.1147
C -0.494 -0.738 -1.382 -0.2502
C -1.102 0.678 -1.245 -0.1909
C -0.168 1.816 -1.162 -0.2213
N 0.611 2.705 -1.048 0.1235
H 0.562 -0.738 0.507 0.0737
H 1.599 -0.390 -0.892 0.0711
H 1.036 -2.038 -0.514 0.0704
H -1.268 -1.473 -1.165 0.1048
H -0.186 -0.925 -2.411 0.1045
H -1.658 0.710 -0.308 0.1153
H -1.804 0.923 -2.043 0.1139

=====

Arrangement b

168
Properties=species:S:1:pos:R:3:lowdin_charge:R:1 method="wB97M-V/def2-TZVPD" spin_multiplicity=1 lumo_energy_ha=0.005
C -5.540 0.463 0.412 -0.0891
C -6.580 -0.668 0.227 -0.2289
C -7.957 -0.440 0.879 -0.1844
C -7.876 -0.107 2.289 -0.2452
N -7.844 0.218 3.390 0.1470
H -5.298 0.692 1.450 0.0522
H -5.955 1.410 0.068 0.0703
H -4.628 0.465 -0.185 0.0448
H -6.178 -1.556 0.714 0.0969
H -6.638 -0.912 -0.834 0.0939
H -8.610 -1.299 0.726 0.1189
H -8.508 0.387 0.431 0.1230
C 2.784 4.556 -3.671 -0.1035
C 1.327 4.103 -3.816 -0.2586
C 0.560 4.134 -2.490 -0.1902
C 0.295 5.539 -2.020 -0.2062
N 0.128 6.595 -1.617 0.1457
H 2.836 5.552 -3.232 0.0716
H 3.315 4.502 -4.621 0.0712
H 3.376 3.905 -3.028 0.0660
H 1.354 3.066 -4.150 0.0860
H 0.804 4.751 -4.520 0.1100
H 1.075 3.453 -1.812 0.0982
H -0.413 3.659 -2.616 0.0767
C -0.006 -2.157 -6.042 -0.1159
C 1.301 -2.108 -5.289 -0.2505
C 1.174 -1.808 -3.782 -0.1537
C 0.646 -0.440 -3.502 -0.1970
N 0.247 0.624 -3.297 0.1983
H -0.391 -1.161 -6.261 0.0704
H -0.762 -2.724 -5.498 0.0509
H 0.031 -2.577 -7.048 0.0730
H 1.907 -1.350 -5.784 0.1096
H 1.871 -3.016 -5.485 0.1075
H 2.115 -1.976 -3.259 0.0766
H 0.500 -2.485 -3.256 0.0969
C -3.300 1.294 3.877 -0.0849
C -3.269 1.019 5.417 -0.2266
C -1.825 0.904 5.933 -0.1903
C -1.049 2.142 5.936 -0.2195
N -0.441 3.133 5.941 0.1653
H -2.843 0.444 3.369 0.0543
H -2.692 2.164 3.629 0.0483
H -4.315 1.400 3.495 0.0615
H -3.839 0.111 5.615 0.0995
H -3.806 1.835 5.899 0.1073
H -1.330 0.213 5.250 0.1004
H -1.705 0.472 6.926 0.1199
C -3.211 -3.140 2.626 -0.0939
C -2.719 -3.045 4.089 -0.2394
C -1.318 -3.671 4.257 -0.1513
C -0.285 -2.872 3.444 -0.1833
N 0.441 -2.268 2.840 0.1693
H -3.050 -4.154 2.259 0.0663
H -2.655 -2.406 2.044 0.0583
H -4.283 -2.949 2.578 0.0657
H -3.338 -3.689 4.714 0.1083
H -2.760 -2.006 4.416 0.0882
H -1.217 -4.701 3.913 0.0868
H -1.111 -3.780 5.322 0.1119
C -2.837 5.273 3.034 -0.0943
C -2.211 6.013 1.838 -0.2362
C -0.707 5.693 1.811 -0.1915
C -0.465 4.314 1.462 -0.1933
N -0.242 3.194 1.172 0.1889
H -2.772 4.198 2.868 0.0425
H -3.885 5.565 3.112 0.0735
H -2.327 5.420 3.985 0.0786
H -2.292 7.098 1.903 0.1092
H -2.775 5.766 0.938 0.0896
H -0.329 5.951 2.800 0.1113
H -0.204 6.417 1.172 0.1046
C -1.397 -0.067 -0.194 -0.0840
C 0.015 -0.661 -0.377 -0.2356
C 1.135 0.423 -0.346 -0.1699
C 2.437 -0.190 -0.720 -0.1800
N 3.430 -0.701 -0.991 0.1875
H -1.587 0.342 0.799 0.0644
H -2.170 -0.790 -0.455 0.0481
H -1.459 0.771 -0.888 0.0508
H 0.072 -1.166 -1.342 0.0519
H 0.266 -1.370 0.412 0.0700
H 1.249 0.786 0.676 0.0765
H 0.943 1.282 -0.989 0.0742
C 2.676 -4.322 -0.793 -0.0884
C 3.516 -4.673 0.450 -0.2303
C 3.765 -3.440 1.375 -0.1971
C 4.475 -3.742 2.638 -0.2188
N 4.999 -3.998 3.660 0.1202
H 2.439 -5.173 -1.432 0.0700
H 3.203 -3.546 -1.348 0.0448
H 1.714 -3.964 -0.426 0.0461
H 4.497 -5.087 0.217 0.0967
H 3.068 -5.450 1.069 0.1050
H 2.826 -2.963 1.652 0.0824
H 4.350 -2.671 0.870 0.0876
C 7.341 -3.711 -1.505 -0.1098
C 7.812 -2.385 -2.022 -0.2494
C 6.628 -1.428 -2.352 -0.1972
C 5.573 -2.040 -3.205 -0.2025
N 4.737 -2.572 -3.862 0.1435
H 6.894 -4.366 -2.252 0.0794
H 6.618 -3.552 -0.705 0.0701
H 8.220 -4.246 -1.145 0.0774
H 8.386 -2.497 -2.942 0.1114
H 8.421 -1.837 -1.303 0.1034
H 6.987 -0.547 -2.885 0.1083
H 6.143 -1.071 -1.444 0.0726
C 5.908 1.466 -0.202 -0.1083
C 7.372 1.696 -0.603 -0.2642
C 8.356 1.770 0.518 -0.2077
C 8.144 2.826 1.561 -0.1969
N 7.850 3.661 2.318 0.1338
H 5.565 2.139 0.584 0.0645
H 5.829 0.472 0.239 0.0589
H 5.186 1.600 -1.007 0.0631
H 7.460 2.582 -1.232 0.1155
H 7.696 0.819 -1.164 0.0800
H 9.387 1.781 0.164 0.1154
H 8.342 0.793 1.001 0.1155
C -2.993 -0.348 -3.142 -0.0972
C -4.207 -1.201 -2.688 -0.2332
C -4.463 -2.469 -3.555 -0.1636
C -3.364 -3.388 -3.655 -0.2210
N -2.484 -4.131 -3.709 0.1754
H -2.077 -0.893 -2.917 0.0455
H -3.061 0.571 -2.558 0.0488
H -3.041 -0.169 -4.216 0.0832
H -5.047 -0.507 -2.657 0.0959
H -4.057 -1.405 -1.628 0.0815
H -4.788 -2.222 -4.565 0.1267
H -5.222 -3.131 -3.137 0.1187
C -3.233 3.491 -1.494 -0.0925
C -4.049 4.698 -1.878 -0.2780
C -4.834 4.705 -3.184 -0.1657
C -5.903 3.628 -3.196 -0.2102
N -6.704 2.812 -3.136 0.1268
H -3.899 2.628 -1.486 0.0523
H -2.872 3.623 -0.474 0.0621
H -2.364 3.259 -2.109 0.0564
H -3.428 5.594 -1.865 0.1047
H -4.712 4.980 -1.060 0.1118
H -4.213 4.580 -4.070 0.1142
H -5.263 5.703 -3.281 0.1140
C -0.979 -4.005 -0.584 -0.0871
C -0.935 -5.530 -1.086 -0.2308
C -1.589 -6.573 -0.169 -0.1690
C -0.939 -6.762 1.206 -0.2008
N -0.450 -6.822 2.242 0.1291
H -2.042 -3.791 -0.476 0.0582
H -0.535 -3.335 -1.321 0.0361
H -0.514 -3.874 0.393 0.0484
H 0.086 -5.844 -1.305 0.0860
H -1.371 -5.566 -2.085 0.0630
H -1.494 -7.555 -0.633 0.1088
H -2.641 -6.357 0.015 0.1075
C 2.348 1.088 5.005 -0.1039
C 1.948 1.110 3.519 -0.2545
C 2.442 2.362 2.813 -0.2166
C 2.175 3.632 3.433 -0.2349
N 1.963 4.662 3.949 0.1589
H 2.013 0.168 5.485 0.0658
H 1.890 1.856 5.629 0.0472
H 3.427 1.159 5.144 0.0763
H 0.860 1.058 3.494 0.0898
H 2.281 0.220 2.986 0.0930
H 1.993 2.359 1.820 0.0658
H 3.529 2.311 2.753 0.1213

=====

Most stable: arrangement b. Least stable: arrangement a.